Record 1
The following is a quantum chemistry calculation of C6H10O2 in the gas phase, from the OMol25 dataset.

Calculated values
max |F| = 3.6 eV Å⁻¹
Kohn-Sham gap = 7.8150 eV
ΔE to the lowest compared entry with this formula, charge and spin = 280.5 kJ/mol
LUMO energy = 0.0027 Eh

Last column: Mulliken charge in e.
Geometry (Å):
C (0.03, 1.08, -1.23)  -1.803
C (-1.46, 0.34, 0.70)  -1.835
C (-0.08, 0.27, 0.06)  1.952
C (1.02, 0.51, 1.01)  -0.504
O (1.99, 1.38, 0.85)  -0.451
H (2.22, 1.42, -0.09)  0.414
H (0.90, 0.19, 2.05)  0.421
H (-0.06, 2.16, -1.04)  0.354
H (-0.78, 0.80, -1.91)  0.387
H (0.96, 0.89, -1.76)  0.470
H (-1.51, -0.26, 1.61)  0.468
H (-2.21, -0.05, 0.00)  0.376
H (-1.74, 1.37, 0.94)  0.419
C (-0.31, -2.29, -0.30)  -1.094
C (0.51, -1.23, -0.19)  0.530
O (1.77, -1.09, -0.04)  -0.642
H (0.14, -3.28, -0.35)  0.325
H (-1.38, -2.20, -0.32)  0.214

Record 2
The following is a quantum chemistry calculation of C6H10O2 in the gas phase, from the OMol25 dataset.

Calculated values
max |F| = 2.2 eV Å⁻¹
Kohn-Sham gap = 10.5130 eV
ΔE to the lowest compared entry with this formula, charge and spin = 515.4 kJ/mol
LUMO energy = 0.0334 Eh
SMILES string = C#C[C@H](C)[C@H](C)OO

Last column: Mulliken charge in e.
Geometry (Å):
C (-0.84, -1.37, 0.49)  -1.388
C (-1.30, 1.16, -1.21)  -1.400
C (-0.22, -0.01, 0.86)  0.645
C (-0.19, 1.09, -0.21)  0.117
H (-0.76, 0.38, 1.73)  0.429
H (-0.06, 2.06, 0.28)  0.320
H (-1.89, -1.40, 0.82)  0.302
H (-0.78, -1.58, -0.58)  0.313
H (-2.26, 1.35, -0.71)  0.368
H (-1.39, 0.24, -1.79)  0.307
H (-1.11, 1.98, -1.91)  0.381
H (-0.35, -2.20, 1.01)  0.400
O (1.21, 0.91, -0.85)  -0.309
O (1.32, -0.23, -1.74)  -0.344
C (1.23, -0.17, 1.21)  -1.062
C (2.32, -0.54, 1.61)  0.114
H (1.94, -0.76, -1.19)  0.337
H (3.14, -0.93, 2.17)  0.469

no.,energy (Eh)
1,-384.99557
2,-384.90608